{
  "formula": "CH3NO2S",
  "method": "ωB97M-V with the def2-TZVPD basis set",
  "species": ["C", "N", "O", "O", "S", "H", "H", "H"],
  "positions_angstrom": [[0.119, 0.436, 0.278], [-3.307, -0.311, 0.048], [-2.893, -1.286, -0.438], [-4.296, 0.183, 0.402], [-1.214, 1.553, -0.224], [0.297, 0.730, 1.354], [0.960, 0.877, -0.255], [-0.116, -0.724, 0.314]],
  "nbo_charge": [-0.82, 0.54, -0.30, -0.28, 0.13, 0.25, 0.25, 0.24],
  "e_homo_ha": [-0.3179, -0.3341],
  "spin_multiplicity": 3,
  "lumo_energy_ev": [0.9, -2.0],
  "max_force_ev_per_a": 3.13,
  "energy_ev": -17500.4075,
  "homo_lumo_gap_ev": [9.59, 7.05]
}

{
  "formula": "CH3NO2S",
  "method": "ωB97M-V with the def2-TZVPD basis set",
  "species": ["C", "N", "O", "O", "S", "H", "H", "H"],
  "positions_angstrom": [[1.474, -0.052, 0.166], [-0.651, -0.116, -0.600], [-3.543, -0.458, -0.364], [0.253, 0.706, -0.092], [-2.491, 0.222, 0.365], [1.267, -0.859, 0.853], [1.996, 0.809, 0.502], [1.695, -0.253, -0.830]],
  "nbo_charge": [-0.26, -0.16, -0.76, -0.37, 0.93, 0.20, 0.20, 0.20],
  "e_homo_ha": [-0.3161, -0.3274],
  "spin_multiplicity": 3,
  "lumo_energy_ev": [0.3, -1.5],
  "max_force_ev_per_a": 2.93,
  "energy_ev": -17500.2280,
  "homo_lumo_gap_ev": [8.94, 7.42]
}

{
  "formula": "CH3NO2S",
  "method": "ωB97M-V with the def2-TZVPD basis set",
  "species": ["C", "N", "O", "O", "S", "H", "H", "H"],
  "positions_angstrom": [[0.971, -0.833, 0.339], [-1.826, 0.654, -0.945], [-2.782, 1.248, -0.712], [-0.267, 1.495, 0.215], [1.068, 0.930, -0.173], [1.370, -1.435, -0.470], [-0.078, -1.054, 0.501], [1.543, -1.005, 1.246]],
  "nbo_charge": [-0.83, 0.17, -0.22, -0.77, 0.93, 0.23, 0.25, 0.23],
  "e_homo_ha": [-0.2879, -0.3819],
  "spin_multiplicity": 3,
  "lumo_energy_ev": [0.7, -1.3],
  "max_force_ev_per_a": 1.42,
  "energy_ev": -17502.0662,
  "homo_lumo_gap_ev": [8.57, 9.07]
}

{
  "formula": "CH3NO2S2",
  "method": "ωB97M-V with the def2-TZVPD basis set",
  "species": ["O", "N", "O", "C", "S", "S", "H", "H", "H"],
  "positions_angstrom": [[-0.690, -1.746, 0.078], [-0.619, -0.395, 0.353], [-1.656, 0.280, -0.275], [0.675, 0.308, -0.028], [1.902, -0.675, -0.281], [0.617, 2.037, -0.116], [0.287, -1.892, -0.065], [-2.473, -0.076, 0.051], [1.956, 2.159, 0.282]],
  "nbo_charge": [-0.56, 0.10, -0.57, -0.23, 0.01, 0.14, 0.46, 0.49, 0.16],
  "e_homo_ha": -0.3338,
  "lumo_energy_ev": -0.4,
  "max_force_ev_per_a": 3.67,
  "energy_ev": -28337.2720,
  "homo_lumo_gap_ev": 8.64
}

{
  "formula": "CH3NO2S2",
  "method": "ωB97M-V with the def2-TZVPD basis set",
  "species": ["C", "N", "O", "O", "S", "S", "H", "H", "H"],
  "positions_angstrom": [[-0.977, -0.401, 0.303], [-0.575, 0.882, -0.229], [2.492, 0.089, -0.986], [0.574, 1.213, 0.487], [0.244, -1.756, 0.134], [1.917, 0.084, 0.372], [-1.202, -0.100, 1.275], [-1.983, -0.835, -0.163], [-0.490, 0.824, -1.193]],
  "nbo_charge": [-0.40, -0.30, -0.85, -0.54, -0.07, 1.36, 0.21, 0.24, 0.35],
  "e_homo_ha": -0.3525,
  "lumo_energy_ev": -1.3,
  "max_force_ev_per_a": 3.19,
  "energy_ev": -28337.7786,
  "homo_lumo_gap_ev": 8.34
}

{
  "formula": "CH3NO2S2",
  "method": "ωB97M-V with the def2-TZVPD basis set",
  "species": ["C", "N", "O", "O", "S", "S", "H", "H", "H"],
  "positions_angstrom": [[0.404, -0.069, 0.085], [-0.873, -0.009, -0.214], [-1.755, -0.844, -0.516], [-1.294, 1.365, 0.000], [1.633, -1.610, -0.227], [1.273, 1.384, 0.365], [0.436, -2.215, -0.317], [-2.267, 1.225, -0.010], [2.443, 0.774, 0.834]],
  "nbo_charge": [-0.10, 0.27, -0.50, -0.57, -0.01, 0.11, 0.17, 0.50, 0.14],
  "e_homo_ha": [-0.3153, -0.3153],
  "lumo_energy_ev": [-0.2, -0.2],
  "max_force_ev_per_a": 4.18,
  "energy_ev": -28336.5776,
  "homo_lumo_gap_ev": [8.42, 8.42]
}

{
  "formula": "CH3NO3",
  "method": "ωB97M-V with the def2-TZVPD basis set",
  "species": ["C", "N", "O", "O", "O", "H", "H", "H"],
  "positions_angstrom": [[1.587, 0.585, -4.049], [1.860, -0.596, -4.537], [1.192, -1.007, -5.629], [2.727, -1.339, -3.905], [-4.053, -1.153, 11.536], [1.169, 1.256, -4.650], [2.318, 0.990, -3.292], [-4.661, -0.635, 12.113]],
  "nbo_charge": [-0.42, 0.39, -0.66, -0.62, -1.38, 0.16, 0.15, 0.38],
  "total_charge": -2,
  "e_homo_ha": -0.0334,
  "lumo_energy_ev": 5.8,
  "max_force_ev_per_a": 4.33,
  "energy_ev": -8713.6805,
  "homo_lumo_gap_ev": 6.71
}

{
  "formula": "CH3NO3",
  "method": "ωB97M-V with the def2-TZVPD basis set",
  "species": ["N", "C", "O", "H", "O", "O", "H", "H"],
  "positions_angstrom": [[2.073, 0.182, -0.696], [1.190, 0.174, -1.511], [0.316, 0.125, -2.245], [2.994, -0.166, -0.436], [-1.169, 0.118, 0.669], [-2.206, -0.237, 1.642], [-0.916, -0.674, 0.225], [-2.283, 0.478, 2.352]],
  "nbo_charge": [-0.80, 0.86, -0.51, 0.45, -0.46, -0.47, 0.46, 0.47],
  "e_homo_ha": -0.3715,
  "lumo_energy_ev": 0.7,
  "max_force_ev_per_a": 3.80,
  "energy_ev": -8714.7783,
  "homo_lumo_gap_ev": 10.81
}

{
  "formula": "CH3NO3",
  "method": "ωB97M-V with the def2-TZVPD basis set",
  "species": ["N", "C", "O", "O", "H", "O", "H", "H"],
  "positions_angstrom": [[-0.851, 1.539, -0.462], [-1.058, 0.359, -0.374], [-0.647, -1.009, -0.437], [-1.935, -0.485, 0.031], [0.067, 1.824, -0.792], [1.590, -0.444, 0.459], [1.709, -0.573, 1.453], [1.125, -1.213, 0.123]],
  "nbo_charge": [-0.68, 0.79, -0.29, -0.22, 0.40, -0.96, 0.48, 0.48],
  "e_homo_ha": -0.4075,
  "lumo_energy_ev": 0.6,
  "max_force_ev_per_a": 2.77,
  "energy_ev": -8713.7011,
  "homo_lumo_gap_ev": 11.65
}

{
  "formula": "CH3NO3P",
  "method": "ωB97M-V with the def2-TZVPD basis set",
  "species": ["N", "P", "O", "O", "C", "O", "H", "H", "H"],
  "positions_angstrom": [[-0.499, 0.264, 1.126], [0.465, 0.906, 0.089], [1.011, 2.289, 0.176], [-0.501, 0.759, -1.341], [1.645, -0.469, -0.470], [2.834, -0.694, -0.238], [-0.243, 0.421, 2.056], [-0.904, 1.529, -1.761], [0.785, -1.153, -0.749]],
  "nbo_charge": [-1.38, 2.12, -1.16, -1.06, 0.09, -0.57, 0.35, 0.49, 0.12],
  "total_charge": -1,
  "e_homo_ha": -0.1564,
  "lumo_energy_ev": 4.1,
  "max_force_ev_per_a": 2.90,
  "energy_ev": -18008.9363,
  "homo_lumo_gap_ev": 8.36
}

{
  "formula": "CH3NO3PS",
  "method": "ωB97M-V with the def2-TZVPD basis set",
  "species": ["C", "P", "O", "O", "S", "N", "O", "H", "H", "H"],
  "positions_angstrom": [[-0.414, -1.311, -0.528], [0.733, -0.196, 0.634], [0.434, -0.557, 2.011], [2.153, -0.009, 0.206], [-0.325, 1.742, 0.075], [-1.257, 2.000, -1.023], [0.247, 2.790, 0.853], [0.349, -1.336, -1.326], [-0.509, -2.267, -0.115], [-1.412, -0.855, -0.787]],
  "nbo_charge": [-0.97, 2.00, -1.12, -1.10, 1.41, -0.96, -0.95, 0.23, 0.22, 0.25],
  "total_charge": -1,
  "e_homo_ha": -0.1997,
  "lumo_energy_ev": 3.9,
  "max_force_ev_per_a": 3.57,
  "energy_ev": -28843.5314,
  "homo_lumo_gap_ev": 9.34
}

{
  "formula": "CH3NO3S",
  "method": "ωB97M-V with the def2-TZVPD basis set",
  "species": ["C", "N", "O", "O", "O", "S", "H", "H", "H"],
  "positions_angstrom": [[-0.098, -0.545, -0.424], [-1.205, -1.309, 0.021], [-1.117, -2.049, 1.209], [0.461, 2.746, -0.273], [2.523, 1.363, 0.344], [0.996, 1.608, 0.650], [0.809, -0.988, -0.325], [-0.222, -0.139, -1.359], [-2.146, -0.688, 0.158]],
  "nbo_charge": [-0.32, -0.32, -0.84, -1.08, -1.08, 1.09, 0.16, 0.14, 0.27],
  "total_charge": -2,
  "e_homo_ha": [0.0867, 0.0932],
  "lumo_energy_ev": [6.9, 6.8],
  "max_force_ev_per_a": 3.44,
  "energy_ev": -19547.3379,
  "homo_lumo_gap_ev": [4.50, 4.22]
}